{
  "formula": "C20H37Cl2N5O2PS2Sn",
  "method": "ωB97M-V/def2-TZVPD",
  "charge": -2,
  "gap_ev": [5.885, 6.059],
  "e_homo_ev": [-1.31, -1.48],
  "largest_force_ev_per_a": 0.9,
  "total_energy_ev": -94706.44532,
  "multiplicity": 2,
  "relative_energy_kcal_mol": 82.9,
  "elements": ["Sn", "C", "C", "N", "C", "C", "N", "C", "C", "C", "N", "C", "C", "N", "C", "H", "H", "H", "H", "H", "H", "H", "H", "H", "H", "H", "H", "H", "H", "H", "H", "H", "H", "H", "H", "H", "H", "H", "H", "C", "C", "O", "P", "S", "S", "O", "C", "C", "H", "H", "H", "H", "H", "H", "H", "H", "H", "H", "Cl", "C", "C", "C", "C", "C", "Cl", "C", "N", "H", "H", "H"],
  "positions_angstrom": [[-0.024, 0.553, -1.069], [0.056, -2.518, 1.610], [-0.350, -3.230, 0.300], [0.282, -2.643, -0.875], [1.423, -3.401, -1.364], [2.382, -2.549, -2.174], [3.143, -1.683, -1.291], [4.033, -0.775, -1.998], [4.981, -0.059, -1.042], [4.335, 1.088, -0.270], [3.254, 0.662, 0.599], [3.605, -0.265, 1.660], [2.574, -0.220, 2.803], [1.287, -0.017, 2.257], [-0.800, -1.322, 1.794], [1.098, -2.201, 1.516], [0.002, -3.236, 2.442], [-1.433, -3.151, 0.180], [-0.122, -4.306, 0.367], [-0.406, -2.522, -1.617], [1.107, -4.274, -1.959], [1.978, -3.786, -0.502], [1.830, -1.997, -2.951], [3.089, -3.211, -2.690], [2.502, -1.141, -0.714], [3.480, -0.036, -2.598], [4.621, -1.383, -2.697], [5.811, 0.368, -1.615], [5.415, -0.795, -0.358], [3.901, 1.778, -0.999], [5.126, 1.635, 0.276], [2.762, 1.460, 0.982], [4.589, -0.044, 2.116], [3.666, -1.273, 1.241], [2.844, 0.613, 3.471], [2.702, -1.145, 3.391], [-0.055, 1.372, 1.458], [-1.610, 0.630, 1.337], [-1.873, -1.261, 1.807], [-3.779, 0.272, -5.578], [-4.380, 0.366, -4.190], [-3.393, 0.807, -3.265], [-2.790, -0.216, -2.117], [0.837, 1.405, -2.993], [-2.531, -2.033, -2.936], [-4.139, -0.442, -1.166], [-4.399, 0.575, -0.196], [-5.157, 1.759, -0.774], [-4.547, 0.011, -6.313], [-3.002, -0.491, -5.583], [-3.331, 1.227, -5.858], [-4.783, -0.602, -3.881], [-5.195, 1.099, -4.166], [-3.460, 0.908, 0.261], [-4.996, 0.095, 0.583], [-4.572, 2.248, -1.553], [-5.364, 2.487, 0.014], [-6.103, 1.433, -1.213], [1.497, 5.450, 3.625], [0.382, 4.090, 3.674], [-0.264, 3.776, 4.883], [-1.078, 2.723, 5.198], [-1.450, 1.522, 4.473], [-1.059, 0.844, 3.411], [-0.204, 0.193, 2.121], [0.106, 3.485, 2.463], [-0.118, 2.992, 1.426], [-0.104, 4.499, 5.678], [-1.527, 2.771, 6.185], [-2.304, 1.029, 4.962]],
  "mulliken_charge": [0.945, 0.379, -1.091, 0.620, -1.126, -0.544, 0.007, -0.483, -0.728, -1.043, 0.098, -0.488, -1.248, 0.079, -0.595, -0.252, 0.259, 0.391, 0.269, -0.303, 0.396, 0.396, 0.308, 0.498, -0.307, 0.129, 0.483, 0.431, 0.273, 0.419, 0.387, 0.121, 0.335, 0.313, 0.438, 0.302, -0.022, -0.010, 0.361, -1.122, -0.461, -0.401, 0.486, -0.691, -0.612, -0.488, 0.146, -1.129, 0.382, 0.219, 0.292, 0.421, 0.327, -0.215, 0.320, 0.215, 0.417, 0.264, -0.312, 0.046, -0.247, -0.457, -0.634, 0.315, 0.281, 0.143, -0.524, 0.262, 0.201, 0.163]
}